# 1
DFT (ωB97M-V/def2-TZVPD) results for a cluster of 5 separate species, C18H39N3O8P2 in total in a non-equilibrium geometry.

Last column: Mulliken charge in e.
CARTESIAN COORDINATES (ANGSTROEM)
H: 1.98 -15.42 6.37  0.341
H: -3.37 -19.05 2.21  0.405
H: -3.62 -18.22 7.19  -0.083
N: -1.39 -15.73 2.38  -0.705
H: -5.64 -18.27 0.18  0.251
H: -6.45 -15.76 5.03  0.386
H: 2.34 -21.61 3.36  0.333
O: 0.92 -17.47 8.86  -0.422
C: -3.83 -19.86 5.93  0.372
H: -8.18 -17.94 2.09  0.371
N: 0.13 -19.72 2.41  -0.424
C: -4.43 -18.89 6.87  0.118
C: 1.05 -18.89 9.00  -0.087
C: 1.99 -16.47 6.11  -0.194
H: 3.15 -18.86 8.56  0.300
H: -2.74 -17.57 4.57  -0.390
H: 0.17 -19.45 8.60  0.186
C: -7.93 -16.87 2.06  -0.300
H: -0.74 -13.90 6.22  0.307
H: -7.89 -16.62 0.97  0.386
H: -4.97 -19.90 0.30  0.309
O: -6.55 -16.73 2.54  -0.221
H: -2.00 -15.11 6.05  -0.121
C: -4.27 -18.53 1.91  0.034
H: -3.96 -18.49 -0.23  0.402
O: -1.41 -17.55 7.68  -0.376
P: -0.09 -16.91 7.76  -0.015
H: 2.15 -19.33 7.23  -0.044
C: 1.53 -21.23 3.96  -0.803
H: -9.85 -16.10 2.38  0.445
C: -1.58 -16.62 3.07  0.290
H: -8.52 -15.04 2.84  0.307
O: 0.70 -17.01 6.37  0.548
O: -5.27 -18.97 2.87  -0.436
H: 3.32 -16.38 4.44  0.447
C: -1.63 -14.28 6.68  -0.663
H: -4.98 -19.31 7.70  0.434
H: -0.94 -17.70 4.78  -0.059
H: -5.01 -15.77 5.94  0.468
H: -8.99 -16.35 3.90  0.239
C: -1.76 -17.66 4.08  0.929
H: -2.36 -13.49 6.71  0.484
H: 2.71 -17.05 6.70  0.213
O: -7.15 -18.34 4.39  -0.861
H: -1.72 -18.59 3.51  0.010
C: -5.37 -15.75 4.92  -0.360
H: 2.34 -17.83 4.43  0.109
H: -5.42 -14.41 3.20  0.264
H: -3.90 -14.38 4.13  0.241
H: -5.28 -18.48 6.28  -0.112
H: -2.14 -15.31 8.44  0.303
C: -8.88 -16.06 2.84  -1.304
H: -4.09 -17.45 2.02  0.149
H: 1.61 -16.26 3.96  0.267
C: 2.24 -19.40 8.32  -0.903
H: -5.34 -13.60 4.80  0.451
O: -4.89 -16.97 4.27  0.436
C: -1.34 -14.69 8.05  -0.469
C: -4.98 -14.45 4.21  -1.269
H: 0.89 -22.04 4.26  0.312
H: -1.24 -13.84 8.70  0.375
C: 2.33 -16.76 4.67  -1.080
H: 1.14 -19.09 10.05  0.366
O: -0.06 -15.39 8.18  -0.401
H: 2.47 -20.43 8.58  0.429
C: -4.74 -18.81 0.46  -1.402
P: -6.07 -17.82 3.58  0.418
H: 2.04 -20.67 4.75  0.117
C: 0.72 -20.40 3.12  0.483
N: -3.23 -20.49 5.22  -0.533

Computed properties:
- multiplicity = 1
- E_LUMO (eV) = 0.6
- energy relative to the best compared isomer or geometry (same formula, charge and spin) (kcal/mol) = 0.0
- structure (SMILES) = CCOP(=O)(OCC)OCC.CCOP(=O)(OCC)OCC.CC#N.CC#N.CC#N

---

# 2
DFT (ωB97M-V/def2-TZVPD) results for a cluster of 2 separate species, C24H24Br3FIN3O5S in total in a non-equilibrium geometry.

Last column: Mulliken charge in e.
CARTESIAN COORDINATES (ANGSTROEM)
C: 0.99 -1.42 1.85  0.222
C: 6.93 -0.86 0.31  -0.355
H: 7.72 -0.64 -0.51  0.329
H: 4.97 -1.39 2.56  0.052
H: -8.77 2.86 -2.63  0.379
Br: 0.49 -5.96 -0.55  -0.093
Br: 1.65 -4.43 2.45  -0.186
F: -2.80 0.24 -2.69  -0.359
H: -7.24 4.90 -2.45  0.338
O: -6.04 1.46 -0.31  -0.624
Br: -2.42 -7.43 0.33  -0.151
C: -1.43 -2.15 0.01  -0.804
O: 5.85 2.88 0.08  -0.319
H: -2.30 -2.44 -0.67  0.426
H: -4.91 2.96 -1.08  0.263
C: 2.02 3.27 -1.29  0.391
H: -3.21 -4.83 2.54  0.260
C: 3.04 -0.10 2.09  0.214
C: 5.49 0.60 1.35  0.445
N: 2.13 -1.06 2.73  -0.227
H: -1.16 1.07 -1.16  0.195
H: 5.93 -0.93 -0.25  0.365
C: 4.97 1.92 0.72  -0.082
H: -8.03 1.29 -2.23  0.295
C: -3.31 -4.72 1.41  -0.893
H: -2.13 1.35 0.42  0.354
C: 4.55 -0.44 2.08  -0.455
H: -5.52 4.45 -2.58  0.308
H: -3.32 -3.60 1.19  0.252
C: -0.57 -3.30 0.65  0.498
C: 0.10 -0.32 1.15  -0.097
H: 1.94 3.87 0.84  0.473
H: 2.64 -1.90 3.05  0.320
O: 1.79 2.10 -1.65  -0.432
S: 0.66 1.43 1.49  -0.281
H: 3.58 4.36 0.00  0.436
H: -6.69 3.81 -3.76  0.341
N: 5.63 2.84 -1.29  0.218
C: 3.45 2.25 0.74  0.745
H: 8.47 -2.10 1.34  0.277
H: 6.79 -2.42 2.03  0.224
C: 7.35 -2.21 1.05  -0.924
C: -8.13 2.34 -1.92  -0.940
O: 6.27 1.94 -1.77  -0.281
C: -6.55 4.10 -2.71  -0.923
H: -3.97 1.00 -1.14  -0.676
C: -1.89 0.59 -0.41  -0.464
I: 1.37 5.00 -2.50  0.001
H: 7.28 -3.14 0.38  0.303
C: 2.52 1.22 1.42  0.067
C: -0.89 -4.83 0.37  -0.465
H: -4.28 -5.25 1.08  0.341
C: 2.78 3.55 0.11  -1.206
O: 6.89 0.23 1.32  -0.420
C: -1.11 -0.65 0.23  0.927
C: -5.88 2.42 -1.04  0.144
C: -3.19 0.18 -1.28  0.889
N: -6.82 2.95 -1.87  0.091
H: -3.61 -0.85 -1.03  0.188
C: 0.63 -2.93 1.60  -0.364
C: -2.10 -5.49 0.70  0.145
H: -8.58 2.37 -0.93  0.303

Computed properties:
- multiplicity = 1
- E_LUMO (eV) = -0.8
- structure (SMILES) = CCOc1cc2c(c(CC(=O)I)c1ON=O)Sc1c(CCF)cc(/C(Br)=C(\C)Br)c(Br)c1N2.CN(C)C=O

---

# 3
DFT (ωB97M-V/def2-TZVPD) results for an isolated molecule of C6H10O in a non-equilibrium geometry.

Last column: Mulliken charge in e.
CARTESIAN COORDINATES (ANGSTROEM)
H: -1.62 0.68 -0.81  0.247
H: -1.16 -2.41 -1.51  0.351
C: 0.50 2.32 0.54  -1.241
H: 1.43 2.28 1.11  0.312
H: -1.19 -0.88 1.57  0.243
H: 1.66 -0.47 0.27  0.152
H: -0.68 -2.43 1.09  0.338
H: 0.82 2.61 -0.46  0.322
C: 0.95 -1.25 0.12  -0.831
C: -0.53 0.51 -0.68  -0.206
H: 0.10 3.24 0.95  0.369
C: -0.58 -1.39 0.84  -0.716
O: -0.59 -1.66 -1.63  -0.536
H: -0.03 0.89 -1.59  0.417
H: 1.44 -2.20 0.07  0.319
C: -0.30 -0.96 -0.50  0.727
C: -0.21 1.12 0.62  -0.267

Computed properties:
- multiplicity = 1
- E_LUMO (alpha / beta) (eV) = 0.3 / 0.3
- energy relative to the best compared isomer or geometry (same formula, charge and spin) (kcal/mol) = 130.5

---

# 4
DFT (ωB97M-V/def2-TZVPD) results for a cluster of 2 separate species, C3H4F2IN in total in a non-equilibrium geometry.

Last column: Mulliken charge in e.
CARTESIAN COORDINATES (ANGSTROEM)
H: -1.18 -1.58 0.74  0.390
H: 0.63 -1.09 -2.16  0.241
C: 0.06 -0.43 -0.31  1.066
H: -1.56 0.16 0.98  0.409
N: 0.04 -1.17 -1.35  -0.632
H: -0.48 -0.54 1.89  0.460
F: -1.07 1.89 -0.75  -0.654
I: 1.43 1.84 1.42  0.361
F: 1.85 0.95 -1.22  -0.152
C: -0.84 -0.62 0.91  -1.553
C: 1.10 0.60 -0.15  0.063

Computed properties:
- multiplicity = 1
- E_LUMO (alpha / beta) (eV) = -2.9 / -2.9
- energy relative to the best compared isomer or geometry (same formula, charge and spin) (kcal/mol) = 102.5

---

# 5
DFT (ωB97M-V/def2-TZVPD) results for a structure of composition C36H54LiO3P3S2Si in a non-equilibrium geometry.

Last column: Mulliken charge in e.
CARTESIAN COORDINATES (ANGSTROEM)
H: 2.98 1.20 -3.04  0.285
H: 2.32 -3.33 2.53  0.457
H: 0.52 1.30 4.63  0.636
H: -1.80 -1.55 2.08  -1.471
C: -2.12 2.42 3.10  -0.552
C: 3.06 3.78 1.10  -0.805
H: 3.63 4.61 0.71  0.355
H: -4.69 -2.51 2.40  0.301
C: 0.06 2.18 -2.00  0.742
S: -2.89 1.63 -1.26  -0.431
C: -0.65 -0.99 -4.53  0.402
C: 2.45 -0.54 -5.06  -1.586
C: -0.52 -2.51 -4.66  -1.672
H: -2.72 -0.91 -5.17  0.510
H: 2.81 0.26 5.01  0.363
H: 2.26 0.49 -5.38  0.232
C: -1.94 3.42 0.83  0.938
H: -6.75 0.02 0.92  0.529
H: 1.87 -1.21 -5.70  0.305
P: 0.35 -0.42 -3.07  0.696
Li: -0.98 -0.89 -0.94  0.800
C: 0.06 3.40 -4.57  -0.912
C: -3.73 -2.15 2.79  -1.712
H: 2.10 -1.35 0.19  0.033
H: -5.04 -1.79 0.32  0.290
H: -3.15 0.49 3.19  0.517
H: 2.80 1.82 3.83  0.165
H: -2.10 2.53 4.18  0.332
C: 0.67 0.23 4.47  0.157
C: -2.11 -0.60 -4.31  -1.377
C: -0.07 3.57 -2.18  0.587
H: -1.47 -0.21 4.41  0.076
C: -2.50 -3.23 0.95  -1.572
H: -2.06 -3.97 1.63  0.407
C: 0.19 2.03 -4.43  -0.440
P: -3.04 -0.54 0.27  0.491
H: 4.06 -0.19 -2.79  0.589
C: -5.39 -0.45 -1.30  -1.615
C: -1.73 3.43 2.33  -0.949
H: -1.84 -3.15 0.09  0.205
H: -3.94 -1.27 3.39  0.396
H: -1.09 3.94 0.37  -0.182
P: 0.72 0.07 2.61  1.288
H: 2.30 -1.76 -3.30  0.559
H: -2.24 0.48 -4.16  0.263
H: -3.35 -2.92 3.46  0.415
H: 2.74 0.14 -1.66  0.145
C: -2.67 1.19 2.53  -1.122
H: -0.75 -0.29 6.04  0.456
C: -5.67 0.13 1.11  -1.377
H: 0.51 -2.83 -4.82  0.379
C: 2.12 -0.72 -3.58  0.376
C: 2.11 -1.16 2.36  0.558
H: -4.75 -0.91 -2.06  0.287
H: 4.09 3.74 2.99  0.353
H: 1.85 3.62 -0.64  0.382
H: -2.53 -1.08 -3.42  0.035
C: -2.54 0.95 1.22  0.443
H: -0.20 5.25 -3.50  0.371
H: -3.44 -3.66 0.57  0.382
H: -0.29 -0.53 -5.45  0.513
H: 3.51 -0.75 -5.22  0.509
C: 3.32 3.29 2.38  -0.896
C: 1.88 -0.23 5.29  -1.775
C: -4.88 -0.72 0.11  0.586
H: 2.04 -1.31 5.19  0.321
H: 1.03 -2.66 3.54  0.303
C: 2.79 -1.07 1.00  -1.420
H: -5.41 1.18 0.99  -0.007
O: -4.66 4.29 2.45  -0.665
H: -5.42 0.62 -1.50  0.333
S: -4.67 3.89 1.03  0.666
C: -2.75 -1.89 1.64  2.265
H: -1.12 -2.88 -5.49  0.448
H: 0.24 1.42 -5.33  0.164
Si: -0.16 1.31 -0.25  -2.031
H: 0.03 3.85 -5.55  0.377
C: 1.26 2.15 0.80  0.934
H: -0.23 4.20 -1.31  0.261
C: -0.58 -0.50 4.98  -1.069
C: 0.20 1.41 -3.18  0.179
H: -1.40 4.37 2.76  0.370
C: -0.06 4.17 -3.42  -1.187
H: 3.65 -1.75 0.96  0.539
H: 2.88 -0.97 3.12  0.480
H: 3.14 -0.06 0.78  0.286
H: -6.40 -0.86 -1.42  0.488
C: 3.03 0.16 -2.71  -1.752
H: -0.47 -1.58 4.86  0.273
C: 1.58 1.62 2.07  -0.335
H: -5.48 -0.15 2.15  0.176
O: -3.03 4.26 0.51  -0.643
C: 2.58 2.21 2.84  -0.277
C: 1.54 -2.56 2.58  -1.511
H: -0.88 -3.00 -3.75  0.260
H: 0.80 -2.79 1.81  0.141
C: -1.92 1.97 0.28  0.755
H: 1.70 -0.03 6.35  0.427
O: -5.35 4.87 0.16  -0.753
C: 2.05 3.21 0.34  -0.447

Computed properties:
- multiplicity = 1
- E_LUMO (eV) = 3.6
- energy relative to the best compared isomer or geometry (same formula, charge and spin) (kcal/mol) = 63.5
- total charge = -2

---

# 6
DFT (ωB97M-V/def2-TZVPD) results for a cluster of 4 separate species, C3H14O3S2 in total in a non-equilibrium geometry.

Last column: Mulliken charge in e.
CARTESIAN COORDINATES (ANGSTROEM)
H: 0.14 0.75 4.16  0.300
H: -0.77 0.57 3.00  0.375
O: 3.15 1.40 1.48  -0.634
S: 1.38 0.56 -3.06  -0.034
H: 3.94 0.90 1.68  0.293
H: -0.86 1.11 -2.23  0.452
S: 2.19 2.22 -2.26  -0.198
H: 2.00 2.10 -0.95  0.135
H: -1.44 -2.33 -0.30  0.327
O: 0.14 0.86 3.19  -0.612
O: -2.07 -0.34 2.15  -0.678
H: -0.44 0.00 -0.28  0.057
H: 0.75 -1.01 -0.91  0.227
H: -2.16 -1.56 -1.69  0.386
H: -2.71 -0.76 2.76  0.295
C: -0.29 -0.69 -1.11  0.219
C: -0.21 0.23 -2.35  -0.992
H: -0.84 -2.69 -1.89  0.368
H: -2.21 -0.41 1.19  0.332
C: -1.20 -1.88 -1.27  -1.298
H: 2.29 1.16 1.88  0.345
H: -0.76 -0.20 -3.20  0.336

Computed properties:
- multiplicity = 1
- E_LUMO (eV) = 0.3
- energy relative to the best compared isomer or geometry (same formula, charge and spin) (kcal/mol) = 23.5
- structure (SMILES) = CCCSS.O.O.O

---

| no. | E (eV) |
| --- | --- |
| 1 | -58731.2839 |
| 2 | -271751.7282 |
| 3 | -8425.5814 |
| 4 | -18196.7181 |
| 5 | -101970.8524 |
| 6 | -31150.4466 |